{"formula": "C4H11NS", "method": "ωB97M-V/def2-TZVPD", "species": ["C", "C", "N", "H", "H", "H", "H", "H", "C", "S", "C", "H", "H", "H", "H", "H", "H"], "coordinates": [[-0.46496, -1.89009, 2.12858], [-0.09620, -2.52641, 1.01367], [0.95166, -2.18779, 0.16820], [0.11305, -1.03361, 2.45420], [-1.31457, -2.23959, 2.68163], [-0.72291, -3.33812, 0.66554], [1.65977, -1.63904, 0.63409], [1.38572, -2.94261, -0.33716], [1.15383, 1.74029, -1.33414], [0.17418, 2.96133, -0.41186], [-1.49336, 2.24529, -0.69222], [0.99409, 0.72547, -0.97930], [2.19678, 2.03041, -1.31568], [0.83412, 1.79099, -2.37732], [-1.63137, 2.21296, -1.77071], [-1.48731, 1.23116, -0.30415], [-2.25253, 2.85933, -0.22338]], "smiles": "C=CN.CSC", "gap_ha": 0.342, "fmax_ev_per_a": 1.19}


{"formula": "C21H28BeCl2N6O2S", "method": "ωB97M-V/def2-TZVPD", "species": ["Be", "Cl", "C", "C", "C", "Cl", "C", "C", "C", "C", "N", "C", "C", "O", "H", "H", "H", "H", "C", "C", "C", "C", "N", "C", "N", "N", "N", "H", "H", "H", "H", "H", "H", "H", "H", "H", "H", "N", "C", "C", "C", "C", "S", "O", "C", "C", "C", "H", "H", "H", "H", "H", "H", "H", "H", "H", "H", "H", "H", "H", "H"], "coordinates": [[7.80928, 8.63750, 13.00831], [12.49862, 7.87537, 12.61469], [11.35395, 7.96135, 13.93122], [11.83271, 7.70876, 15.21499], [11.10519, 7.50110, 16.36195], [11.80340, 7.40547, 17.94770], [9.65819, 7.56782, 16.22747], [8.61417, 7.32327, 17.18326], [7.30895, 7.58793, 16.95902], [6.96886, 8.15121, 15.67729], [7.86193, 8.25529, 14.74756], [9.15984, 7.99271, 14.95136], [10.01645, 8.24849, 13.78961], [9.39610, 8.66002, 12.72256], [12.89099, 7.62146, 15.35870], [9.01645, 6.90168, 18.12409], [6.55025, 7.34842, 17.66539], [5.92943, 8.53578, 15.55220], [8.03278, 6.28677, 8.61426], [9.41583, 6.01120, 9.13270], [9.60126, 5.96699, 10.64094], [10.37738, 7.06348, 8.52942], [10.11204, 8.46469, 8.87400], [10.37749, 9.29343, 9.90516], [9.93029, 10.48317, 9.65390], [9.41965, 10.37698, 8.37562], [9.55537, 9.22230, 7.88574], [7.30573, 5.58660, 9.11400], [7.86980, 6.09376, 7.54183], [7.56473, 7.25820, 9.01719], [9.78755, 5.08141, 8.74309], [9.11565, 6.87677, 11.08834], [10.61546, 5.92579, 10.98587], [9.01293, 5.16521, 11.07147], [10.45188, 7.10358, 7.47786], [11.36730, 6.79558, 8.91146], [10.79258, 8.97390, 10.80513], [5.77852, 7.21107, 11.43321], [6.64190, 7.69243, 12.04947], [5.60420, 10.03251, 9.19801], [6.72099, 10.42953, 10.20358], [6.12553, 10.89463, 11.47934], [7.19164, 10.77008, 12.84939], [6.56348, 11.15273, 14.12704], [8.39106, 12.07164, 12.37546], [8.25310, 13.29357, 13.36844], [6.98323, 14.13188, 13.25631], [6.02339, 9.72516, 8.24413], [5.12785, 10.99857, 9.07114], [4.84768, 9.30058, 9.59378], [7.25749, 11.23363, 9.67501], [7.40344, 9.61320, 10.39343], [5.34355, 10.18198, 11.80597], [5.55512, 11.84771, 11.63995], [8.10820, 12.26706, 11.32215], [9.35222, 11.55607, 12.40294], [9.16155, 13.95239, 13.05099], [8.28344, 12.88607, 14.35286], [6.68087, 14.17172, 12.21324], [7.12115, 15.17165, 13.59130], [6.19005, 13.70858, 13.87370]], "gap_ha": 0.286, "fmax_ev_per_a": 3.39}


{"formula": "C3H4FNO", "method": "ωB97M-V/def2-TZVPD", "species": ["C", "C", "C", "N", "O", "F", "H", "H", "H", "H"], "coordinates": [[0.41929, 0.90846, 0.09799], [1.74253, 0.44695, -0.12550], [0.11261, -0.52400, 0.00126], [-0.95094, -1.21118, 0.21978], [1.48930, -0.91102, -0.28289], [-2.32101, 0.80207, 0.04591], [-0.16335, 1.84217, 0.31765], [2.74786, 0.88980, -0.23134], [-2.22812, -0.07908, 0.13598], [-0.84817, -2.16415, -0.17885]], "gap_ha": 0.354, "fmax_ev_per_a": 4.10}


{"formula": "C7H13N", "method": "ωB97M-V/def2-TZVPD", "species": ["H", "N", "C", "C", "H", "H", "H", "H", "C", "C", "C", "H", "H", "H", "H", "H", "H", "C", "C", "H", "H"], "coordinates": [[2.44693, -1.90820, 1.76932], [1.67721, -1.23299, 1.74205], [0.77114, -1.52281, 0.92419], [0.61928, -2.75570, 0.08593], [-0.17656, -0.78214, 0.91239], [0.53696, -2.47325, -0.96594], [-0.29863, -3.27887, 0.35639], [1.47098, -3.42962, 0.20465], [-1.49818, 0.35493, 0.79398], [-1.20852, 1.25232, -0.19906], [-0.74435, 2.64698, 0.11132], [-1.36757, 0.64142, 1.83026], [-2.25387, -0.40353, 0.62909], [-1.73863, 1.15047, -1.13743], [-0.08589, 3.00953, -0.67426], [-0.19026, 2.67713, 1.05284], [-1.60043, 3.32427, 0.17586], [0.75649, 0.57918, -1.29707], [0.90359, 0.89724, -2.45288], [1.04125, 0.00691, -0.40955], [0.93906, 1.24671, -3.45208]], "smiles": "[H]/N=C\\C.C=CC.C#C", "gap_ha": 0.342, "fmax_ev_per_a": 3.17}


{"formula": "C2H3N4", "method": "ωB97M-V/def2-TZVPD", "species": ["C", "C", "N", "N", "N", "N", "H", "H", "H"], "coordinates": [[-2.58942, -0.81520, -0.02899], [-0.95402, 0.69286, 0.03947], [-2.09351, 1.16317, 0.00378], [-3.12498, 0.31594, -0.00622], [-1.42164, -1.16137, 0.03602], [0.30417, 0.90528, 0.01312], [-0.92294, -2.03653, 0.01390], [0.88376, 0.87493, 0.84752], [0.79249, 1.08386, -0.86566]], "charge": 1, "gap_ha": [0.290, 0.290], "fmax_ev_per_a": 2.70}


{"formula": "C2H6N4S2", "method": "ωB97M-V/def2-TZVPD", "species": ["H", "N", "C", "N", "S", "S", "C", "N", "N", "H", "H", "H", "H", "H"], "coordinates": [[-3.69083, 0.74503, 0.23486], [-3.15073, 0.15961, 0.87042], [-1.92702, 0.09890, 0.56369], [-0.97855, -0.44196, 1.40021], [-1.33432, 0.67651, -1.04445], [0.48270, 1.59072, -0.74067], [1.67167, 0.22678, -0.95707], [1.83873, -0.53694, 0.19761], [2.27786, -0.04158, -2.03236], [1.94943, 0.55366, -2.79868], [-1.38846, -0.92341, 2.20453], [-0.19653, -0.91079, 0.96452], [1.83531, -0.01684, 1.03863], [2.61074, -1.17969, 0.09876]], "smiles": "[H]/N=C(/N)SS/C(N)=N\\[H]", "gap_ha": 0.348, "fmax_ev_per_a": 1.34}